An isolated molecule of C2H3NOS at a distorted geometry. Source: the OMol25 dataset; level of theory: ωB97M-V with the def2-TZVPD basis set.

Results
- SMILES = C=NOC=S
- relative energy (zero: lowest compared OMol25 entry of this formula, charge and spin) (kJ/mol) = 359.84
- HOMO-LUMO gap (eV) = 8.98
- electronic energy (Eh) = -606.05031

Geometry as ORCA input:
```
! wB97M-V def2-TZVPD RIJCOSX def2/J DEFGRID3
* xyz 0 1
C 1.5534 -1.3289 -1.9046
C -0.1022 0.3154 0.7520
H 2.0827 -2.3621 -2.0097
H 1.3772 -0.3032 -2.6001
H 0.3122 -0.4531 1.3971
N 1.2329 -1.0875 -0.6787
O 0.4292 0.2528 -0.5319
S -1.5339 0.9244 1.1959
*
```

Atom-resolved charges from Löwdin, all expressed in e: -0.035 -0.745 0.113 0.158 0.043 0.005 -0.206 0.667

=====

A cluster of 8 separate species, C38H63N4O27PS in total at a distorted geometry. Source: the OMol25 dataset; level of theory: ωB97M-V with the def2-TZVPD basis set.

Results
- SMILES = CCP(CC)c1cc2nc(ON=O)c(S(C)(=O)=O)nc2cc1N(C(C)=O)C(C)=O.COC(=O)OC.COC(=O)OC.COC(=O)OC.COC(=O)OC.COC(=O)OC.COC(=O)OC.COC(=O)OC
- HOMO-LUMO gap (eV) = 6.85
- electronic energy (Eh) = -4475.68960

Geometry as ORCA input:
```
! wB97M-V def2-TZVPD RIJCOSX def2/J DEFGRID3
* xyz 0 1
C -1.9106 2.3291 0.0392
C -3.1046 1.3303 0.2731
P -3.3179 0.3704 -1.3238
C -4.9468 -0.5249 -1.2543
C -6.2153 0.3474 -1.0204
C -3.3088 1.6846 -2.6364
C -4.3294 2.5887 -2.7776
C -4.3005 3.6281 -3.7721
N -5.3647 4.4819 -3.8302
C -5.1613 5.3813 -4.7531
O -6.1660 6.3368 -4.9327
N -6.9043 6.0744 -6.1673
O -7.4331 5.0485 -6.1261
C -4.0089 5.4891 -5.5998
S -3.8351 6.8431 -6.8232
C -4.4153 8.4176 -6.1355
O -4.4283 6.5241 -8.0972
O -2.4035 7.0062 -6.9889
N -3.0204 4.6415 -5.5584
C -3.1690 3.6778 -4.6102
C -2.1133 2.7283 -4.4635
C -2.1331 1.7380 -3.5140
N -1.0762 0.8010 -3.3084
C 0.1860 1.2026 -3.9336
C 0.4883 0.9520 -5.4322
O 1.0310 1.7495 -3.2777
C -1.4202 -0.5543 -3.7049
C -2.5470 -0.9079 -4.6881
O -0.7429 -1.4482 -3.2557
H -2.2787 3.3137 -0.2794
H -1.3134 2.4234 0.9616
H -1.2575 1.8995 -0.7394
H -3.9916 1.9653 0.4571
H -2.9058 0.6308 1.0972
H -4.8693 -1.2067 -0.3848
H -5.0578 -1.1826 -2.1328
H -6.0416 1.1877 -0.3271
H -6.9931 -0.2752 -0.5368
H -6.6575 0.6918 -1.9679
H -5.2024 2.5348 -2.1231
H -3.6586 9.1891 -6.3383
H -5.4062 8.6632 -6.5337
H -4.4207 8.2798 -5.0397
H -1.2628 2.8165 -5.1457
H 0.5612 1.9616 -5.8775
H -0.3547 0.4566 -5.9395
H 1.4487 0.4479 -5.5823
H -2.2066 -1.8114 -5.2205
H -3.4478 -1.2034 -4.1304
H -2.7121 -0.1040 -5.4201
C -2.9778 -1.1484 6.2587
O -2.5768 -0.6224 4.9921
C -1.2638 -0.4061 4.8751
O -0.4359 -0.6154 5.7203
O -1.0351 0.0785 3.6547
C 0.3410 0.3554 3.3803
H -4.0566 -1.2812 6.2261
H -2.5113 -2.1163 6.4387
H -2.7349 -0.4511 7.0592
H 0.9359 -0.5548 3.4423
H 0.7246 1.1113 4.0645
H 0.3969 0.7407 2.3651
C -2.2782 -7.6780 -5.8677
O -2.3532 -6.3752 -5.2901
C -1.4729 -6.1615 -4.3064
O -0.6658 -6.9545 -3.8998
O -1.6481 -4.9192 -3.8589
C -0.7667 -4.5443 -2.7943
H -3.0347 -7.7300 -6.6471
H -1.3000 -7.8441 -6.3173
H -2.4906 -8.4428 -5.1216
H 0.2710 -4.5841 -3.1223
H -0.9189 -5.1846 -1.9255
H -1.0030 -3.5235 -2.5199
C 5.8544 -4.0231 3.8511
O 5.0828 -2.9663 4.4235
C 4.0205 -3.3797 5.1211
O 3.6896 -4.5230 5.2897
O 3.3950 -2.3027 5.5958
C 2.2280 -2.5941 6.3712
H 6.6853 -3.5723 3.3135
H 6.2577 -4.6695 4.6294
H 5.2568 -4.5985 3.1450
H 2.4877 -3.1836 7.2500
H 1.4838 -3.1113 5.7671
H 1.8046 -1.6500 6.7022
C -3.7501 -2.8390 2.6133
O -3.4871 -4.2257 2.8294
C -2.2381 -4.5935 2.5327
O -1.3699 -3.8712 2.1192
O -2.1217 -5.8992 2.7759
C -0.8247 -6.4327 2.5012
H -4.7869 -2.6536 2.8860
H -3.1114 -2.2228 3.2426
H -3.6163 -2.5807 1.5623
H -0.0718 -5.9565 3.1281
H -0.5754 -6.3144 1.4474
H -0.8557 -7.4936 2.7363
C 1.2217 -2.4861 12.5044
O 1.6117 -1.9576 11.2369
C 2.9241 -1.7468 11.1134
O 3.7556 -1.9613 11.9545
O 3.1508 -1.2569 9.8934
C 4.5249 -0.9813 9.6189
H 0.1421 -2.6130 12.4830
H 1.6853 -3.4568 12.6758
H 1.4775 -1.7936 13.3054
H 5.1190 -1.8927 9.6756
H 4.9119 -0.2288 10.3049
H 4.5865 -0.5921 8.6052
C 8.1662 -0.9940 4.9171
O 8.7581 -2.1828 5.4426
C 10.0923 -2.1698 5.4561
O 10.7941 -1.2712 5.0753
O 10.5116 -3.3296 5.9667
C 11.9316 -3.4560 6.0422
H 7.0859 -1.1181 4.9535
H 8.4371 -0.1288 5.5212
H 8.4612 -0.8438 3.8791
H 12.3524 -2.6887 6.6909
H 12.3761 -3.4028 5.0491
H 12.1466 -4.4322 6.4699
C -0.1355 6.9680 -8.5517
O 0.2995 7.5040 -9.8100
C 1.6058 7.7405 -9.8854
O 2.4144 7.5466 -9.0153
O 1.8697 8.2339 -11.1010
C 3.2458 8.5356 -11.3221
H -1.2011 6.8181 -8.6132
H 0.3419 6.0065 -8.3612
H 0.0735 7.6663 -7.7437
H 3.8556 7.6366 -11.2391
H 3.5905 9.2967 -10.6229
H 3.3328 8.9251 -12.3338
*
```

Results of the Löwdin charge analysis, in e, for atoms 1 through 99: -0.146 -0.376 1.018 -0.400 -0.169 -0.269 0.004 -0.176 0.245 -0.322 -0.074 0.047 0.139 -0.226 0.684 -0.119 -0.302 -0.351 0.191 -0.174 0.070 -0.225 0.042 -0.419 0.019 0.137 -0.472 0.020 0.093 0.071 0.063 0.048 0.064 0.065 0.059 0.065 0.056 0.068 0.065 0.104 0.078 0.071 0.070 0.118 0.091 0.078 0.096 0.097 0.080 0.082 -0.035 -0.021 -0.617 0.126 -0.003 -0.026 0.094 0.100 0.099 0.100 0.101 0.089 -0.046 -0.002 -0.624 0.125 0.003 -0.034 0.091 0.097 0.097 0.103 0.095 0.063 -0.040 -0.011 -0.621 0.128 0.001 -0.036 0.089 0.101 0.098 0.097 0.096 0.084 -0.031 0.008 -0.620 0.127 0.005 -0.036 0.098 0.078 0.089 0.098 0.095 0.094 -0.043

=====

A structure of composition C29H48N3O2PtSbSi3 at a distorted geometry. Source: the OMol25 dataset; level of theory: ωB97M-V with the def2-TZVPD basis set.

Results
- relative energy (zero: lowest compared OMol25 entry of this formula, charge and spin) (kJ/mol) = 157.05
- HOMO-LUMO gap (eV) = 3.78
- electronic energy (Eh) = -2676.62968

Geometry as ORCA input:
```
! wB97M-V def2-TZVPD RIJCOSX def2/J DEFGRID3
* xyz 0 1
Pt -0.2002 -0.5179 -0.0388
O -3.0591 -5.4866 3.8628
C -3.7765 -4.9092 2.7957
C -2.9822 -3.7960 2.1748
C -3.4756 -3.1569 1.0075
C -2.6986 -2.1922 0.4208
N -1.5180 -1.8129 0.9030
C -1.0663 -2.3299 2.0958
C -1.7998 -3.3721 2.7108
C 0.1120 -1.7460 2.6191
C 0.8302 -2.2833 3.7087
C 2.0562 -1.7859 4.0580
C 2.8304 -2.4226 5.1818
O 2.1669 -2.3210 6.4257
C 2.5638 -0.6860 3.3255
C 1.7968 -0.1650 2.3103
N 0.6061 -0.6368 1.9522
H -3.5340 -6.2627 4.1772
H -4.7391 -4.5054 3.1549
H -3.9972 -5.6595 2.0192
H -4.4291 -3.4271 0.5817
H -3.0170 -1.6874 -0.4846
H -1.4281 -3.8312 3.6120
H 0.4262 -3.1300 4.2387
H 3.8399 -1.9944 5.2522
H 2.9285 -3.4962 4.9969
H 2.0658 -1.3864 6.6364
H 3.5392 -0.2801 3.5382
H 2.1519 0.6920 1.7421
C 2.9865 2.5560 -3.3052
Si 2.3805 3.1847 -1.5994
C 1.9434 5.0318 -1.8325
C 3.7379 3.0237 -0.2594
Sb 0.3041 1.8670 -0.7302
Si -1.5341 2.2511 -2.5206
C -3.0948 1.5142 -1.7157
C -1.7717 4.1058 -2.9397
C -1.0503 1.3127 -4.1111
Si -0.4694 3.2084 1.3693
C -0.6142 5.0782 0.9939
C 0.7426 3.0349 2.8427
C -2.1765 2.5316 1.8952
H 3.8027 3.1723 -3.6716
H 2.1849 2.6064 -4.0374
H 3.3415 1.5308 -3.2739
H 2.8086 5.5807 -2.1927
H 1.6233 5.4920 -0.9043
H 1.1464 5.1571 -2.5586
H 4.6726 3.4756 -0.5761
H 3.9385 1.9823 -0.0213
H 3.4283 3.5227 0.6549
H -3.5765 2.2153 -1.0396
H -2.7952 0.6377 -1.1417
H -3.8319 1.1950 -2.4468
H -1.8486 4.7188 -2.0486
H -2.6807 4.2463 -3.5137
H -0.9497 4.4879 -3.5355
H -0.7645 0.2953 -3.8541
H -0.2151 1.7812 -4.6277
H -1.8793 1.2585 -4.8121
H 0.3617 5.5498 0.9507
H -1.1793 5.5702 1.7787
H -1.1198 5.2644 0.0527
H 1.7776 3.1665 2.5399
H 0.6591 2.0574 3.3078
H 0.5307 3.7811 3.6039
H -2.9769 2.9776 1.3112
H -2.3836 2.7350 2.9432
H -2.2199 1.4529 1.7523
C 2.3250 -0.9329 -1.7858
C 1.5514 -2.1117 -2.2953
C 2.2516 -3.1394 -2.8927
C 1.6163 -4.2421 -3.4403
C 0.2304 -4.2884 -3.4167
C -0.5155 -3.2735 -2.8596
C -2.0075 -3.3789 -2.8361
C 0.1143 -2.1343 -2.2511
N -0.6597 -1.1442 -1.8225
H 3.3932 -1.0951 -1.9150
H 2.1307 -0.7726 -0.7155
H 2.0430 -0.0362 -2.3456
H 3.3315 -3.0713 -2.9449
H 2.1925 -5.0463 -3.8754
H -0.2790 -5.1392 -3.8466
H -2.3342 -4.1873 -3.4853
H -2.4582 -2.4395 -3.1508
H -2.3572 -3.5893 -1.8261
*
```

Atom-resolved charges from Löwdin, all expressed in e: 0.746 -0.054 -0.215 -0.169 0.015 -0.124 -0.044 -0.172 0.060 -0.174 0.057 -0.179 -0.217 -0.045 0.016 -0.160 -0.048 0.097 0.135 0.135 0.123 0.102 0.112 0.123 0.122 0.132 0.095 0.116 0.090 -0.209 0.390 -0.208 -0.225 0.852 0.394 -0.223 -0.218 -0.210 0.382 -0.220 -0.219 -0.221 0.027 0.016 0.011 0.029 0.000 0.010 0.024 0.014 0.008 0.012 -0.024 0.028 -0.002 0.023 0.010 0.000 0.011 0.026 0.009 0.026 0.003 0.007 0.005 0.029 0.017 0.025 0.001 -0.121 -0.248 -0.102 -0.137 -0.096 -0.243 -0.077 -0.409 -0.211 0.072 0.013 0.027 0.094 0.080 0.095 0.066 0.063 0.049

=====

A cluster of 2 separate species, C6H14Si in total at a distorted geometry. Source: the OMol25 dataset; level of theory: ωB97M-V with the def2-TZVPD basis set.

Results
- relative energy (zero: lowest compared OMol25 entry of this formula, charge and spin) (kJ/mol) = 274.85
- HOMO-LUMO gap (eV) = 9.06
- electronic energy (Eh) = -526.38710

Geometry as ORCA input:
```
! wB97M-V def2-TZVPD RIJCOSX def2/J DEFGRID3
* xyz 0 1
C 0.0205 -2.3564 1.1008
C 0.7460 -1.6328 0.2708
C 1.9721 -1.8288 -0.5455
C -1.1733 0.8996 1.5688
C -1.2638 0.7731 -1.6763
C 1.0054 2.3142 -0.3791
Si -0.1861 0.7732 -0.0626
H -0.7996 -1.7770 1.5461
H 0.2769 -3.3581 1.2294
H 2.9325 -1.5629 -0.1684
H 1.6390 -1.2178 -1.3937
H 2.0787 -2.8756 -0.9257
H -2.2340 1.0649 1.3356
H -0.9461 -0.0330 2.1915
H -0.8665 1.6664 2.2268
H -1.6543 -0.1773 -2.0252
H -2.0228 1.4196 -1.5362
H -0.6581 1.1989 -2.4521
H 0.8492 2.9545 -1.3245
H 0.9162 3.0679 0.4170
H 1.9507 1.8247 -0.3819
*
```

Atom-resolved charges from Löwdin, all expressed in e: -0.054 -0.279 -0.157 -0.221 -0.201 -0.211 0.782 0.021 0.035 0.059 0.052 0.081 0.028 0.026 -0.006 0.025 -0.031 0.008 0.052 0.013 -0.020

=====

An isolated molecule of C5H6O. Source: the OMol25 dataset; level of theory: ωB97M-V with the def2-TZVPD basis set.

Results
- relative energy (zero: lowest compared OMol25 entry of this formula, charge and spin) (kJ/mol) = 474.96
- HOMO-LUMO gap (eV) = 7.10
- electronic energy (Eh) = -269.16534

Geometry as ORCA input:
```
! wB97M-V def2-TZVPD RIJCOSX def2/J DEFGRID3
* xyz 0 1
O -1.1444 1.2608 -0.0346
C -1.1533 0.0744 0.7212
C -0.5909 -1.1241 -0.0602
C 0.8605 -1.1540 -0.3191
C 1.5820 -0.0302 -0.4746
C 2.2493 1.0019 -0.6573
H -0.2239 1.5293 -0.1680
H -2.1978 -0.1275 0.9799
H -0.9930 -1.0589 -1.0891
H -0.9500 -2.0797 0.3375
H -0.5972 0.1900 1.6644
H 3.1586 1.5180 -0.9000
*
```

Atom-resolved charges from Löwdin, all expressed in e: -0.068 -0.276 -0.224 0.041 -0.196 0.150 0.052 0.117 0.143 0.102 0.121 0.039

=====

A structure of composition C29H31IrN5O5PS at a distorted geometry. Source: the OMol25 dataset; level of theory: ωB97M-V with the def2-TZVPD basis set.

Results
- relative energy (zero: lowest compared OMol25 entry of this formula, charge and spin) (kJ/mol) = 0.00
- HOMO-LUMO gap (eV) = 7.70
- electronic energy (Eh) = -2616.92089

Geometry as ORCA input:
```
! wB97M-V def2-TZVPD RIJCOSX def2/J DEFGRID3
* xyz 2 1
Ir -0.3322 -0.8229 -0.0422
O -3.0054 -2.6407 2.0204
C -2.6747 -1.8371 1.1986
O -1.7894 -2.1217 0.2182
C -3.0962 -0.3856 1.1438
P -1.5279 0.5171 1.2397
C -0.9695 0.5027 2.9422
C -1.6575 -0.1704 3.9514
C -1.1792 -0.1195 5.2555
C -0.0279 0.5970 5.5499
C 0.6596 1.2686 4.5440
C 0.1909 1.2222 3.2421
C -1.7778 2.2235 0.7843
C -1.3216 2.7531 -0.4191
C -1.6265 4.0681 -0.7371
C -2.3770 4.8422 0.1357
C -2.8185 4.3146 1.3433
C -2.5148 3.0071 1.6782
H -3.8210 -0.1125 1.9075
H -3.4946 -0.1566 0.1532
H -2.5542 -0.7386 3.7379
H -1.7185 -0.6303 6.0421
H 0.3272 0.6480 6.5708
H 1.5455 1.8430 4.7806
H 0.7128 1.7672 2.4615
H -0.7326 2.1494 -1.0977
H -1.2756 4.4928 -1.6679
H -2.6152 5.8659 -0.1202
H -3.3938 4.9246 2.0262
H -2.8500 2.6045 2.6272
N 0.0761 -2.6759 2.5397
N 1.3403 -2.3047 2.9948
C 2.1068 -1.4593 2.3008
N 3.3273 -1.1888 2.7363
N 1.5586 -0.9404 1.1820
N 2.2246 -0.1274 0.3550
O 3.3769 0.1939 0.4477
O 1.4560 0.2688 -0.5669
H -0.6222 -2.4656 3.2435
H 0.0504 -3.6643 2.3151
H 1.7088 -2.7085 3.8453
H 3.6868 -1.6061 3.5799
H 3.9145 -0.5624 2.2073
O -1.2706 -0.1701 -1.6439
S -1.6745 -0.9389 -2.9531
C -0.4633 -0.3952 -4.1980
C 0.2586 0.8811 -3.8759
C 1.6407 0.8440 -3.7439
C 2.3524 2.0147 -3.5196
C 1.6809 3.2215 -3.4118
C 0.2971 3.2610 -3.5402
C -0.4140 2.0953 -3.7728
C -1.1950 -2.6722 -2.6651
C 0.2630 -2.8730 -2.3924
C 1.1696 -3.1901 -3.4005
C 2.5263 -3.2940 -3.1218
C 2.9971 -3.0893 -1.8323
C 2.1009 -2.8160 -0.8074
C 0.7441 -2.7216 -1.0900
H -1.0783 -0.2964 -5.0967
H 0.2436 -1.2027 -4.3415
H 2.1664 -0.1001 -3.8362
H 3.4304 1.9820 -3.4349
H 2.2341 4.1369 -3.2496
H -0.2215 4.2089 -3.4806
H -1.4890 2.1367 -3.9146
H -1.5757 -3.2020 -3.5412
H -1.7971 -2.9479 -1.7987
H 0.8149 -3.3679 -4.4094
H 3.2176 -3.5418 -3.9160
H 4.0537 -3.1821 -1.6202
H 2.4547 -2.7257 0.2118
H 0.0439 -2.6903 -0.2539
*
```

Atom-resolved charges from Löwdin, all expressed in e: 1.245 0.129 -0.640 -0.286 -0.171 0.937 -0.354 -0.079 -0.048 -0.049 -0.059 -0.098 -0.339 -0.071 -0.046 -0.038 -0.047 -0.068 0.118 0.115 0.106 0.121 0.119 0.117 0.116 0.073 0.091 0.120 0.119 0.117 0.087 0.040 -0.372 0.253 0.005 -0.393 0.147 -0.058 0.089 0.124 0.173 0.145 0.113 -0.666 1.134 -0.243 -0.279 -0.039 -0.056 -0.051 -0.075 -0.049 -0.247 -0.251 -0.026 -0.020 -0.028 -0.065 -0.148 0.114 0.067 0.115 0.115 0.116 0.104 0.130 0.122 0.089 0.133 0.127 0.122 0.099 0.051